C10H8N3O6Os as an isolated structure in a non-equilibrium geometry. Source: the OMol25 dataset; level of theory: wB97M-V/def2-TZVPD.

Energy relative to the best compared isomer or geometry (same formula, charge and spin)   43.1 kJ/mol
Total energy   -1090.91756 hartree
Multiplicity   5
Frontier orbital gap (alpha / beta)   8.0 / 4.2 eV
Charge   +3
E_HOMO (alpha / beta)   -20.14 / -20.22 eV

CARTESIAN COORDINATES (ANGSTROEM)
H  -1.27  0.22  4.41
H  0.46  0.48  4.06
N  -0.71  -0.14  2.44
O  -0.40  4.46  -5.57
O  0.92  1.13  1.46
C  1.47  2.12  -0.66
H  -1.34  -3.21  -0.92
C  -1.65  -1.12  2.35
H  -2.47  -2.63  1.08
C  0.06  0.25  1.35
O  1.75  3.20  -0.32
H  0.67  1.58  -2.46
C  -0.88  -1.54  0.13
N  -0.75  -2.39  -0.90
O  -1.56  -0.10  -3.13
C  2.36  0.44  -2.85
O  3.21  0.45  -3.65
C  -1.75  -1.83  1.19
H  -2.25  -1.27  3.24
C  -0.55  0.60  3.68
C  2.74  -1.98  0.39
O  3.21  -2.56  1.26
C  -0.68  4.17  -4.50
H  -0.14  -2.20  -1.69
Os  0.99  0.47  -1.53
H  -0.73  1.67  3.52
N  -0.12  -0.41  0.13
C  -0.59  0.13  -2.52

Computed Löwdin charges, given in elementary charges: number 1, H, carries 0.131; number 2, H, carries 0.150; number 3, N, carries 0.055; number 4, O, carries 0.038; number 5, O, carries 0.123; number 6, C, carries -0.195; number 7, H, carries 0.172; number 8, C, carries 0.124; number 9, H, carries 0.175; number 10, C, carries -0.409; number 11, O, carries 0.277; number 12, H, carries 0.029; number 13, C, carries -0.292; number 14, N, carries 0.288; number 15, O, carries 0.256; number 16, C, carries -0.201; number 17, O, carries 0.270; number 18, C, carries 0.171; number 19, H, carries 0.187; number 20, C, carries 0.085; number 21, C, carries 0.016; number 22, O, carries 0.096; number 23, C, carries -0.012; number 24, H, carries 0.116; number 25, Os, carries 1.452; number 26, H, carries 0.148; number 27, N, carries -0.006; number 28, C, carries -0.244

---

An isolated ion of composition C10H8NO2S and charge -1 in a non-equilibrium geometry. Source: the OMol25 dataset; level of theory: wB97M-V/def2-TZVPD.

Energy relative to the best compared isomer or geometry (same formula, charge and spin)   154.9 kJ/mol
Total energy   -989.24470 hartree
Multiplicity   1
Frontier orbital gap   6.4 eV
Charge   -1
E_HOMO   -2.93 eV

CARTESIAN COORDINATES (ANGSTROEM)
C  -0.17  2.21  -2.10
O  -1.00  -0.80  1.58
H  -0.81  -3.64  2.52
H  -0.76  -3.23  -0.65
N  1.07  0.53  1.61
C  0.87  2.39  0.04
C  0.02  -1.24  -0.81
C  0.30  -0.73  1.96
C  -0.75  -2.21  -0.23
S  -1.95  -3.41  1.95
C  0.67  1.01  0.29
C  0.36  3.01  -1.05
H  1.21  2.99  0.85
C  -1.62  -2.04  0.89
C  0.04  0.20  -0.67
H  0.46  4.11  -1.13
H  0.60  -1.40  -1.84
C  -0.33  0.84  -1.88
H  2.00  0.09  1.68
H  -0.71  0.22  -2.67
H  -0.37  2.57  -3.03
O  0.87  -1.49  2.69

Computed Löwdin charges, given in elementary charges: number 1, C, carries -0.081; number 2, O, carries -0.097; number 3, H, carries -0.205; number 4, H, carries 0.092; number 5, N, carries 0.120; number 6, C, carries -0.070; number 7, C, carries -0.133; number 8, C, carries -0.543; number 9, C, carries -0.211; number 10, S, carries 0.667; number 11, C, carries -0.190; number 12, C, carries -0.121; number 13, H, carries 0.090; number 14, C, carries -0.632; number 15, C, carries -0.199; number 16, H, carries 0.097; number 17, H, carries 0.128; number 18, C, carries -0.047; number 19, H, carries 0.122; number 20, H, carries 0.099; number 21, H, carries 0.045; number 22, O, carries 0.068

---

C10H8NRuSSe3Te as an isolated structure in a non-equilibrium geometry. Source: the OMol25 dataset; level of theory: wB97M-V/def2-TZVPD.

Total energy   -8405.79428 hartree
Multiplicity   1
Frontier orbital gap (alpha / beta)   5.1 / 5.1 eV
Charge   +1
E_HOMO (alpha / beta)   -11.41 / -11.42 eV

CARTESIAN COORDINATES (ANGSTROEM)
C  0.06  -1.97  -0.35
C  0.11  -3.01  -1.26
Se  -0.13  1.55  6.06
H  0.15  -3.54  -3.34
Ru  -0.03  -0.24  2.30
H  -0.11  3.70  0.32
Se  -0.10  1.66  3.77
H  -0.06  3.01  -1.87
C  0.09  -1.43  -3.06
H  -0.98  2.61  1.42
N  -0.01  0.37  0.19
Te  -0.07  -0.93  6.52
C  0.01  1.00  -2.55
S  0.05  -2.32  1.35
C  -0.04  1.97  -1.59
C  -0.05  1.64  -0.22
C  0.12  -2.73  -2.63
H  0.13  -4.02  -0.91
H  0.10  -1.20  -4.12
C  -0.09  2.72  0.79
Se  -0.01  -1.77  4.18
C  0.03  -0.62  -0.75
H  0.79  2.66  1.45
H  0.02  1.24  -3.60
C  0.04  -0.35  -2.15

Computed Löwdin charges, given in elementary charges: number 1, C, carries -0.578; number 2, C, carries -0.074; number 3, Se, carries 0.006; number 4, H, carries 0.118; number 5, Ru, carries 0.305; number 6, H, carries 0.090; number 7, Se, carries 0.125; number 8, H, carries 0.121; number 9, C, carries 0.001; number 10, H, carries 0.041; number 11, N, carries -0.007; number 12, Te, carries 0.555; number 13, C, carries 0.037; number 14, S, carries 0.596; number 15, C, carries 0.010; number 16, C, carries -0.288; number 17, C, carries -0.046; number 18, H, carries 0.113; number 19, H, carries 0.124; number 20, C, carries -0.102; number 21, Se, carries 0.057; number 22, C, carries -0.234; number 23, H, carries 0.041; number 24, H, carries 0.131; number 25, C, carries -0.140

---

One molecule with the formula C10H8O in a non-equilibrium geometry. Source: the OMol25 dataset; level of theory: wB97M-V/def2-TZVPD.

Energy relative to the best compared isomer or geometry (same formula, charge and spin)   370.0 kJ/mol
Total energy   -460.96712 hartree
Multiplicity   1
Frontier orbital gap   8.9 eV
SMILES   c1ccc(-c2ccco2)cc1
E_HOMO   -8.13 eV

CARTESIAN COORDINATES (ANGSTROEM)
H  1.02  -1.76  0.78
H  -4.03  0.53  1.39
C  1.12  -1.07  -0.17
H  2.98  -0.39  -3.11
C  2.25  -0.25  -2.14
H  0.15  -0.17  2.96
H  -2.53  0.08  3.69
C  -2.92  0.41  1.43
O  -2.18  0.45  0.35
C  0.17  0.01  -0.26
C  1.33  0.88  -2.28
C  -2.19  0.26  2.55
H  1.54  1.63  -3.09
C  -0.84  0.01  2.12
H  2.67  -2.13  -1.04
C  2.07  -1.27  -1.10
C  -0.88  0.19  0.75
H  -0.08  1.69  -1.52
C  0.36  0.90  -1.30

Computed Löwdin charges, given in elementary charges: number 1, H, carries 0.148; number 2, H, carries 0.137; number 3, C, carries -0.059; number 4, H, carries 0.137; number 5, C, carries -0.053; number 6, H, carries 0.199; number 7, H, carries 0.147; number 8, C, carries -0.191; number 9, O, carries 0.058; number 10, C, carries -0.128; number 11, C, carries -0.068; number 12, C, carries -0.111; number 13, H, carries 0.123; number 14, C, carries -0.047; number 15, H, carries 0.078; number 16, C, carries -0.104; number 17, C, carries -0.237; number 18, H, carries 0.033; number 19, C, carries -0.062

---

One molecule with the formula C10H8O2S2 in a non-equilibrium geometry. Source: the OMol25 dataset; level of theory: wB97M-V/def2-TZVPD.

Energy relative to the best compared isomer or geometry (same formula, charge and spin)   28.3 kJ/mol
Total energy   -1332.56878 hartree
Multiplicity   1
Frontier orbital gap (alpha / beta)   7.2 / 6.3 eV
SMILES   O=S(=O)=C1C=CS[C@@H]1c1ccccc1
E_HOMO (alpha / beta)   -8.91 / -8.24 eV

CARTESIAN COORDINATES (ANGSTROEM)
C  -1.38  2.02  0.67
C  2.29  -0.19  -2.12
H  3.04  0.16  -2.78
O  3.15  -0.92  2.37
C  1.81  -0.58  0.12
C  0.34  -1.02  -0.55
H  -3.63  2.22  0.81
H  -1.11  2.97  0.98
H  0.02  -2.09  -0.55
O  0.94  -1.94  2.21
C  -2.12  -0.61  -0.17
C  -3.11  0.33  0.23
H  -2.22  -1.62  -0.68
H  -4.13  -0.02  0.21
C  2.71  -0.27  -0.86
S  2.19  -1.62  1.53
H  3.75  -0.04  -0.40
C  -2.71  1.60  0.62
H  0.62  1.47  0.45
C  -0.41  1.09  0.41
C  -0.76  -0.17  -0.07
S  0.73  -0.77  -2.41

Computed Löwdin charges, given in elementary charges: number 1, C, carries -0.063; number 2, C, carries -0.416; number 3, H, carries 0.080; number 4, O, carries -0.395; number 5, C, carries -0.309; number 6, C, carries -0.393; number 7, H, carries 0.119; number 8, H, carries 0.087; number 9, H, carries 0.115; number 10, O, carries -0.385; number 11, C, carries -0.008; number 12, C, carries -0.083; number 13, H, carries 0.137; number 14, H, carries 0.099; number 15, C, carries -0.254; number 16, S, carries 0.791; number 17, H, carries 0.164; number 18, C, carries -0.086; number 19, H, carries 0.130; number 20, C, carries -0.038; number 21, C, carries -0.291; number 22, S, carries 0.999

---

C10H9AuClF5O4S as an isolated structure in a non-equilibrium geometry. Source: the OMol25 dataset; level of theory: wB97M-V/def2-TZVPD.

Energy relative to the best compared isomer or geometry (same formula, charge and spin)   0.0 kJ/mol
Total energy   -2180.46365 hartree
Multiplicity   1
Frontier orbital gap   7.3 eV
E_HOMO   -9.50 eV

CARTESIAN COORDINATES (ANGSTROEM)
O  2.87  1.76  -1.98
H  2.30  1.64  1.17
F  -3.86  -4.09  -0.25
H  0.92  1.56  3.25
C  -3.43  -2.91  -0.68
C  2.80  -0.45  1.12
H  3.72  -0.36  1.69
C  -2.52  -0.47  -1.58
F  -2.14  0.73  -2.03
H  2.54  0.90  3.50
O  0.94  2.95  -1.42
S  0.15  -1.36  -1.66
H  0.01  -0.41  1.01
O  2.71  4.05  -2.59
F  -5.62  -2.07  -0.69
H  3.07  -0.44  0.06
C  -1.59  -1.47  -1.36
C  0.50  0.55  0.82
O  2.98  3.46  -0.32
Cl  2.43  3.10  -1.59
H  1.16  -0.19  3.34
C  1.85  0.69  1.47
F  -4.73  0.34  -1.56
C  -3.87  -0.65  -1.35
C  -4.33  -1.88  -0.90
C  -2.08  -2.70  -0.90
C  1.59  0.74  2.98
H  2.35  -1.42  1.35
Au  0.73  0.72  -1.21
H  -0.19  1.39  0.99
F  -1.25  -3.71  -0.67

Computed Löwdin charges, given in elementary charges: number 1, O, carries -0.413; number 2, H, carries 0.110; number 3, F, carries 0.137; number 4, H, carries 0.083; number 5, C, carries -0.141; number 6, C, carries -0.076; number 7, H, carries 0.085; number 8, C, carries -0.234; number 9, F, carries 0.071; number 10, H, carries 0.087; number 11, O, carries -0.452; number 12, S, carries 0.716; number 13, H, carries 0.060; number 14, O, carries -0.269; number 15, F, carries 0.146; number 16, H, carries 0.062; number 17, C, carries -0.480; number 18, C, carries -0.178; number 19, O, carries -0.304; number 20, Cl, carries 0.688; number 21, H, carries 0.086; number 22, C, carries -0.490; number 23, F, carries 0.137; number 24, C, carries -0.142; number 25, C, carries -0.132; number 26, C, carries -0.247; number 27, C, carries -0.062; number 28, H, carries 0.087; number 29, Au, carries 0.882; number 30, H, carries 0.090; number 31, F, carries 0.091

---

One molecule with the formula C10H9Cl7 in a non-equilibrium geometry. Source: the OMol25 dataset; level of theory: wB97M-V/def2-TZVPD.

Energy relative to the best compared isomer or geometry (same formula, charge and spin)   0.0 kJ/mol
Total energy   -3607.77061 hartree
Multiplicity   1
Frontier orbital gap   9.8 eV
SMILES   Cl/C=C1\[C@H]2C[C@H]([C@@H](Cl)C2(Cl)Cl)[C@]1(CCl)C(Cl)Cl
E_HOMO   -9.38 eV

CARTESIAN COORDINATES (ANGSTROEM)
C  0.16  0.48  -2.12
Cl  2.82  0.85  -1.17
C  -1.04  0.16  -1.19
C  0.34  1.25  0.14
H  -2.01  -0.10  -1.68
Cl  -0.43  1.53  -3.47
C  -0.55  -0.11  2.18
C  1.11  1.30  -1.22
C  -1.03  -2.17  -0.06
H  1.11  2.36  -1.56
H  0.65  2.01  0.90
C  -0.63  -0.84  -0.15
H  -1.31  2.34  -0.98
Cl  -0.93  -1.69  2.95
Cl  0.85  -1.01  -2.84
H  -1.88  1.42  0.38
H  1.37  -1.61  2.02
Cl  2.79  0.24  1.90
C  0.24  -0.16  0.86
C  1.57  -0.90  1.26
C  -1.09  1.44  -0.39
H  -1.49  0.36  2.00
Cl  -2.04  -2.82  -1.34
H  -0.74  -2.90  0.70
Cl  2.20  -1.94  -0.07
H  -0.03  0.54  2.93

Computed Löwdin charges, given in elementary charges: number 1, C, carries -1.073; number 2, Cl, carries 0.619; number 3, C, carries -0.340; number 4, C, carries -0.229; number 5, H, carries 0.143; number 6, Cl, carries 0.640; number 7, C, carries -0.477; number 8, C, carries -0.665; number 9, C, carries -0.486; number 10, H, carries 0.096; number 11, H, carries 0.151; number 12, C, carries -0.322; number 13, H, carries 0.121; number 14, Cl, carries 0.647; number 15, Cl, carries 0.629; number 16, H, carries 0.129; number 17, H, carries 0.001; number 18, Cl, carries 0.597; number 19, C, carries -0.486; number 20, C, carries -0.978; number 21, C, carries -0.115; number 22, H, carries 0.061; number 23, Cl, carries 0.615; number 24, H, carries 0.042; number 25, Cl, carries 0.584; number 26, H, carries 0.098